No. 1
# C8H11N3O2

A 2-piece molecular cluster, C8H11N3O2 overall (ωB97M-V/def2-TZVPD, the Open Molecules 2025 dataset).

Structure (XYZ):
```
24
C8H11N3O2 | the Open Molecules 2025 dataset | ωB97M-V/def2-TZVPD
C -1.77 -0.62 -0.84
C -0.56 -0.49 -1.49
C -2.58 0.49 -0.60
C -0.12 0.82 -1.81
C -2.14 1.75 -0.74
C -0.88 1.90 -1.34
C 2.15 -1.08 0.56
C 1.04 -0.39 1.28
N 1.91 -2.54 0.79
N 0.12 -0.96 1.90
N 1.01 1.16 1.21
O 0.14 1.75 1.78
O 1.83 1.67 0.48
H -2.25 -1.47 -0.43
H -0.06 -1.47 -1.64
H -3.49 0.45 -0.11
H 0.78 0.84 -2.25
H -2.65 2.60 -0.44
H 2.40 -0.74 -0.46
H 3.04 -0.63 0.95
H -0.44 2.96 -1.35
H 0.99 -2.83 0.49
H -0.56 -0.34 2.30
H 2.10 -2.82 1.75
```

Output
structure (SMILES) = [H]/N=C(/CN)[N+](=O)[O-].c1ccccc1
charge = 0
orbital gap = 8.861 eV
LUMO energy = -0.01763 Eh


No. 2
# C8H11N3O3P

An isolated ion of composition C8H11N3O3P and charge -1 (ωB97M-V/def2-TZVPD, the Open Molecules 2025 dataset).

Structure (XYZ):
```
26
C8H11N3O3P | the Open Molecules 2025 dataset | ωB97M-V/def2-TZVPD
C 3.44 -1.04 0.80
C 2.07 -1.03 1.01
C 4.04 -0.05 -0.08
C 1.18 -0.08 0.34
C 3.28 0.80 -0.76
C 1.88 0.88 -0.54
C -1.02 -0.74 -0.60
C 1.08 1.77 -1.19
N -3.89 -0.12 -1.05
N -3.75 -0.88 1.54
N -1.55 0.01 0.29
O -1.45 -1.41 -1.54
O 0.36 -0.87 -0.50
O -3.54 1.73 0.74
P -3.15 0.32 0.38
H 4.06 -1.73 1.34
H 1.74 -1.82 1.73
H 5.18 -0.05 0.00
H 0.66 0.52 1.21
H 3.52 1.59 -1.43
H -0.03 1.75 -1.12
H 1.51 2.63 -1.89
H -4.80 0.35 -1.40
H -3.21 -0.73 -1.58
H -3.01 -1.11 2.24
H -4.60 -0.68 2.05
```

Output
structure (SMILES) = C=C1C=CC=C[C@@H]1OC(=O)N=P(N)(N)[O-]
charge = -1
orbital gap = 8.058 eV
LUMO energy = 0.10966 Eh


No. 3
# C8H11N3O3S

One molecule with the formula C8H11N3O3S (ωB97M-V/def2-TZVPD, the Open Molecules 2025 dataset).

Structure (XYZ):
```
26
C8H11N3O3S | the Open Molecules 2025 dataset | ωB97M-V/def2-TZVPD
C -2.75 1.57 -0.21
C -2.95 0.42 -0.89
C -1.65 1.79 0.55
C -2.07 -0.63 -0.68
C -0.71 0.74 0.65
C -0.95 -0.48 0.08
C 1.07 -0.67 1.10
C 0.28 -2.65 -0.15
N 0.50 0.66 1.42
N -0.03 -1.40 0.59
N 2.94 1.41 -0.19
O 3.60 -1.01 -0.03
O 1.73 -0.39 -1.59
O 1.95 2.22 -0.68
S 2.41 -0.24 -0.29
H -3.38 2.46 -0.22
H -3.84 0.33 -1.60
H -1.43 2.76 1.10
H -2.22 -1.54 -1.26
H 1.71 -1.13 2.01
H -0.88 -2.97 -0.23
H 0.69 -2.54 -1.15
H 0.56 -3.48 0.48
H 0.78 1.41 2.03
H 2.95 1.39 0.80
H 1.70 1.96 -1.62
```

Output
structure (SMILES) = CN1c2ccccc2N[C@@H]1S(=O)(=O)NO
charge = 0
orbital gap = 8.252 eV
LUMO energy = 0.01626 Eh


No. 4
# C8H11N4OS

An isolated ion of composition C8H11N4OS and charge +1 (ωB97M-V/def2-TZVPD, the Open Molecules 2025 dataset).

Structure (XYZ):
```
25
C8H11N4OS | the Open Molecules 2025 dataset | ωB97M-V/def2-TZVPD
C -1.44 2.71 0.11
C -0.97 2.42 1.33
C -1.57 1.68 -0.90
C -0.56 1.15 1.73
C -1.00 0.25 -0.48
C -0.19 0.79 2.96
C -1.03 -0.69 -1.45
C 1.93 -1.11 -1.10
N -0.59 0.13 0.77
N 2.37 -1.65 0.11
N 1.09 -2.04 -1.82
N -0.19 -2.08 -1.17
O -1.97 1.83 -2.02
S 2.04 0.45 -1.60
H -2.03 3.63 -0.07
H -0.69 3.20 2.07
H 0.13 -0.33 2.99
H 0.22 1.32 3.79
H -1.39 -0.72 -2.42
H -0.12 -0.62 1.16
H 2.95 -2.50 -0.10
H 2.80 -1.00 0.74
H 0.97 -1.73 -2.78
H -0.87 -2.76 -1.64
H 0.10 -2.32 -0.23
```

Output
structure (SMILES) = C=c1ccc(=O)/c(=C/[NH2+]NC(N)=S)[nH]1
charge = +1
orbital gap = 7.893 eV
LUMO energy = -0.15501 Eh


No. 5
# C8H11N6

An isolated ion of composition C8H11N6 and charge +1 (ωB97M-V/def2-TZVPD, the Open Molecules 2025 dataset).

Structure (XYZ):
```
25
C8H11N6 | the Open Molecules 2025 dataset | ωB97M-V/def2-TZVPD
C -3.18 1.14 0.24
C -3.47 -0.16 0.54
C -1.85 1.53 -0.25
C -1.29 -1.15 0.39
C 2.14 0.41 0.65
C 0.72 -0.42 -1.64
C 0.43 0.93 -0.94
C 1.13 -1.42 -0.57
N -2.44 -1.04 0.68
N 1.41 1.29 0.10
N -0.82 0.81 -0.33
N -0.19 -1.80 0.28
N 2.12 -0.87 0.26
N 3.08 0.67 1.59
H -3.87 2.00 0.31
H -4.43 -0.46 0.93
H -1.93 2.47 -0.87
H -0.38 -0.64 -2.05
H 1.46 -0.32 -2.39
H 0.44 1.69 -1.64
H 1.55 -2.27 -1.04
H -0.13 -2.67 0.77
H 2.77 -1.46 0.75
H 3.66 1.50 1.73
H 3.10 0.24 2.50
```

Output
structure (SMILES) = NC1=N[C@H]2C[C@H](NC#[N+]/C=C\C=N\2)N1
charge = +1
orbital gap = 8.747 eV
LUMO energy = -0.14372 Eh


No. 6
# C8H11NO

One molecule with the formula C8H11NO (ωB97M-V/def2-TZVPD, the Open Molecules 2025 dataset).

Structure (XYZ):
```
21
C8H11NO | the Open Molecules 2025 dataset | ωB97M-V/def2-TZVPD
O -0.34 2.05 -0.95
C -0.13 1.04 -0.27
C 1.66 2.98 1.36
C 1.11 1.79 1.80
C -0.74 -0.71 -2.01
C -0.70 -0.27 -0.65
N 0.53 0.86 0.91
C -1.10 -2.12 -2.43
C -0.68 -1.19 0.60
C 0.24 -0.47 1.54
H 1.66 3.36 0.32
H 2.29 3.51 2.06
H 1.21 1.49 2.86
H -0.46 0.06 -2.83
H -0.17 -2.74 -2.47
H -1.82 -2.67 -1.86
H -1.57 -2.14 -3.50
H -1.71 -1.44 1.02
H -0.30 -2.13 0.36
H 1.16 -0.94 1.63
H -0.15 -0.33 2.51
```

Output
structure (SMILES) = C=CN1CC/C(=C\C)C1=O
charge = 0
orbital gap = 9.153 eV
LUMO energy = 0.02544 Eh


No. 7
# C8H11NO2S

A 2-piece molecular cluster, C8H11NO2S overall (ωB97M-V/def2-TZVPD, the Open Molecules 2025 dataset).

Structure (XYZ):
```
23
C8H11NO2S | the Open Molecules 2025 dataset | ωB97M-V/def2-TZVPD
C -2.36 0.54 0.10
C -2.18 0.36 -1.27
C -1.41 -0.09 0.91
C -1.16 -0.43 -1.79
C 1.59 -2.77 -1.15
C 0.39 -2.26 -1.55
C -0.32 -0.82 0.46
C -0.33 -1.09 -0.92
N 1.25 1.52 2.46
O 2.54 2.79 0.87
O 0.03 2.74 0.57
S 1.19 1.86 0.82
H -3.16 1.13 0.53
H -2.92 1.00 -1.76
H -1.54 0.12 1.96
H -1.06 -0.40 -2.85
H 1.92 -3.69 -1.56
H 2.20 -2.31 -0.44
H -0.10 -2.53 -2.51
H 2.61 3.36 0.11
H 0.29 -1.48 1.10
H 2.10 1.06 2.74
H 0.42 1.41 3.14
```

Output
charge = 0
orbital gap = 9.143 eV
LUMO energy = 0.02376 Eh


No. 8
# C8H11NO3S

A 2-piece molecular cluster, C8H11NO3S overall (ωB97M-V/def2-TZVPD, the Open Molecules 2025 dataset).

Structure (XYZ):
```
24
C8H11NO3S | the Open Molecules 2025 dataset | ωB97M-V/def2-TZVPD
C -1.76 -1.38 -0.74
C -0.35 -1.40 -0.44
C 0.25 -0.25 -0.03
C -0.47 0.84 0.20
C -1.88 0.71 0.02
C -2.73 1.99 0.19
C 0.41 -2.66 -0.61
C 2.78 0.25 0.15
N -2.49 -0.31 -0.52
O 0.15 2.07 0.46
O 0.72 -3.24 0.62
O 2.89 0.98 1.30
S 3.26 1.09 -1.27
H -2.12 -2.46 -1.11
H -3.65 1.61 0.54
H -2.43 2.66 1.07
H -2.89 2.50 -0.76
H -0.02 -3.43 -1.23
H 1.42 -2.49 -1.16
H 3.17 -0.83 0.17
H -0.27 2.32 1.29
H 0.70 -2.57 1.37
H 2.10 1.52 1.26
H 3.23 2.46 -0.76
```

Output
charge = 0
orbital gap (alpha / beta) = 7.363 / 7.947 eV
LUMO energy (alpha / beta) = -0.02083 / -0.01104 Eh


No. 9
# C8H11NOS2

One molecule with the formula C8H11NOS2 (ωB97M-V/def2-TZVPD, the Open Molecules 2025 dataset).

Structure (XYZ):
```
23
C8H11NOS2 | the Open Molecules 2025 dataset | ωB97M-V/def2-TZVPD
C 0.25 -1.06 -0.92
C 0.35 -2.42 -0.26
C 0.31 0.43 -0.51
C 0.83 0.79 0.88
C 1.99 1.80 0.75
C -1.92 -0.66 0.23
C -2.43 -1.92 -0.26
C 1.47 2.75 -0.24
N -0.94 -0.26 -0.79
O 1.39 -2.92 -0.07
S -1.20 -3.27 -0.06
S 0.75 1.64 -1.68
H 0.32 -1.34 -1.94
H -0.04 1.28 1.38
H 1.02 -0.12 1.48
H 2.19 2.03 1.76
H 2.82 1.32 0.33
H -2.68 0.07 0.08
H -1.48 -0.71 1.19
H -3.38 -2.35 0.37
H -2.55 -1.93 -1.32
H 0.67 3.32 0.17
H 2.25 3.53 -0.58
```

Output
structure (SMILES) = O=C1SCCN2[C@H]1[C@]21CCCS1
charge = 0
orbital gap = 9.367 eV
LUMO energy = 0.02519 Eh


No. 10
# C8H11NS

A 2-piece molecular cluster, C8H11NS overall (ωB97M-V/def2-TZVPD, the Open Molecules 2025 dataset).

Structure (XYZ):
```
21
C8H11NS | the Open Molecules 2025 dataset | ωB97M-V/def2-TZVPD
C -2.27 -1.45 0.69
C -1.96 -0.78 -0.42
C -1.58 -0.81 1.72
C -0.86 0.23 1.14
C 0.90 1.96 -2.66
C 1.40 0.90 -2.08
C -1.69 -1.17 3.19
C 3.99 0.78 -0.89
N -1.17 0.29 -0.22
S 2.41 0.22 -0.86
H -2.75 -2.34 0.69
H -2.41 -1.10 -1.41
H 0.92 2.95 -2.08
H 0.39 1.95 -3.56
H -2.64 -1.65 3.44
H -0.92 -1.87 3.55
H -1.71 -0.15 3.70
H 4.26 1.67 -1.56
H -0.33 0.93 1.70
H 4.61 -0.08 -0.68
H -0.83 0.93 -0.90
```

Output
charge = 0
orbital gap (alpha / beta) = 7.558 / 7.574 eV
LUMO energy (alpha / beta) = -0.01240 / -0.01239 Eh


No. 11
# C8H11O2S

An isolated ion of composition C8H11O2S and charge -1 (ωB97M-V/def2-TZVPD, the Open Molecules 2025 dataset).

Structure (XYZ):
```
22
C8H11O2S | the Open Molecules 2025 dataset | ωB97M-V/def2-TZVPD
C -2.91 -0.97 -0.57
C 1.40 0.60 -2.11
C 1.02 1.53 1.02
C -0.87 0.08 0.19
C 0.53 0.12 0.47
C -1.66 -1.11 -0.04
C 1.67 0.18 -0.85
C -1.12 -2.38 0.52
O 1.38 1.70 2.40
O 3.04 2.86 -0.45
S 2.73 1.55 0.10
H -3.52 -1.73 -1.05
H -3.22 0.10 -0.87
H 1.98 1.39 -2.42
H 0.60 0.28 -2.70
H 1.94 0.83 2.63
H 0.41 2.38 0.52
H -1.30 1.08 0.08
H 0.98 -0.68 1.15
H -1.38 -2.16 1.57
H -0.09 -2.50 0.40
H -1.61 -3.16 0.01
```

Output
charge = -1
orbital gap (alpha / beta) = 5.192 / 5.193 eV
LUMO energy (alpha / beta) = 0.12071 / 0.12071 Eh